Entry 1:
C40H60ClN2O15 | wB97M-V/def2-TZVPD

```
! wB97M-V def2-TZVPD RIJCOSX def2/J DEFGRID3
* xyz 1 1
C 1.67467 4.98707 3.37249
C 1.38948 4.47847 2.17877
C 0.97007 4.00589 0.69050
C 0.43326 2.47204 0.75660
N 1.63518 1.62009 0.43503
C 1.35236 0.17112 0.70949
C 2.42279 -0.69147 -0.11902
C 2.92237 -2.02765 0.65294
C 3.84591 -1.70404 1.93495
Cl 4.00844 -2.96175 -0.55049
C -0.18543 -0.18584 0.40752
C -0.28216 -1.69950 -0.17446
C -0.99128 -2.76945 0.48439
N -0.84367 0.69737 -0.61898
C -0.71569 2.17211 -0.37264
C -2.05821 2.88325 0.13660
C -3.35266 2.57501 -0.75265
O -3.18120 2.21002 -1.94739
O -4.64230 2.68699 -0.14102
C -4.94684 1.54885 0.69266
C -6.23087 0.60018 0.40819
O -4.27140 1.23496 1.71164
H 1.52535 5.51593 4.37894
H 0.19738 4.74658 0.29811
H 1.90951 4.07493 0.02263
H -0.02027 2.20857 1.79065
H 2.32230 1.89304 1.17065
H 1.53178 -0.08272 1.82624
H 2.10698 -0.89850 -1.22151
H 3.36532 -0.02598 -0.20739
H 2.05466 -2.74084 0.91544
H 4.93286 -1.44496 1.64157
H 3.93237 -2.68863 2.53732
H 3.38456 -0.92780 2.64038
H -0.75027 -0.15187 1.41450
H 0.21458 -1.88852 -1.19133
H -0.48399 -3.60486 1.07699
H -2.13798 -2.78569 0.34631
H -0.35869 0.50804 -1.52633
H -1.81078 0.35669 -0.74274
H -0.38665 2.68706 -1.34376
H -1.87447 4.02342 0.05398
H -2.18358 2.67895 1.25670
H -6.06641 -0.09984 -0.47529
H -6.45394 0.00168 1.36918
H -7.13427 1.30392 0.27551
O -1.30155 4.83428 6.25994
C -2.04710 4.79766 5.31669
O -1.81078 5.42869 4.13348
C -2.93609 5.27000 3.27510
C -3.65258 4.04840 3.78525
C -3.37852 4.09795 5.27298
H -3.55265 6.17178 3.33491
H -2.59613 5.14235 2.24516
H -4.71517 4.03884 3.53617
H -3.19712 3.14951 3.35695
H -4.11919 4.69917 5.80537
H -3.31164 3.09964 5.70479
O 0.00953 -2.43214 3.80330
C -1.11785 -2.43672 4.23385
O -2.21581 -2.14977 3.48538
C -3.37671 -2.13896 4.32858
C -3.00128 -2.97113 5.53118
C -1.51486 -2.70813 5.65940
H -3.60482 -1.10214 4.59474
H -4.22635 -2.56070 3.79028
H -3.57111 -2.71594 6.42576
H -3.16923 -4.03119 5.31568
H -1.30853 -1.82029 6.26196
H -0.98555 -3.57435 6.05596
O 4.62064 2.72906 2.94428
C 5.21122 3.33088 2.08066
O 5.20790 2.98003 0.76461
C 6.09476 3.84085 0.04049
C 6.22336 5.08355 0.88939
C 6.08659 4.53556 2.29432
H 7.05096 3.32572 -0.09041
H 5.67368 4.05885 -0.94258
H 7.15424 5.62678 0.71882
H 5.39227 5.76428 0.67875
H 7.04754 4.21029 2.69989
H 5.60963 5.25395 2.96069
O 2.72148 0.25624 -2.56526
C 3.01671 -0.35154 -3.56962
O 2.50316 -0.08925 -4.79851
C 2.98686 -1.06725 -5.73272
C 4.25204 -1.61322 -5.11510
C 3.95438 -1.52016 -3.63395
H 2.22038 -1.83700 -5.85927
H 3.17461 -0.59482 -6.69562
H 4.49520 -2.62150 -5.45276
H 5.09743 -0.96303 -5.36130
H 3.43842 -2.40935 -3.26450
H 4.85718 -1.32961 -3.05425
O -5.59008 -4.08150 3.63735
C -5.30778 -4.70526 2.64486
O -5.82561 -4.45003 1.41357
C -5.36409 -5.44271 0.48892
C -4.10161 -6.00122 1.10271
C -4.38376 -5.89112 2.58596
H -6.14287 -6.20236 0.37558
H -5.17705 -4.98123 -0.48228
H -3.87524 -7.01640 0.77304
H -3.24945 -5.36452 0.84296
H -4.90806 -6.77043 2.96744
H -3.47296 -5.70798 3.15619
O 3.93607 -1.59946 -8.54394
C 2.91425 -2.04352 -9.00362
O 1.99335 -2.73809 -8.28117
C 0.96164 -3.21086 -9.15605
C 1.01775 -2.30421 -10.36316
C 2.48978 -1.95902 -10.44420
H 1.17057 -4.25432 -9.40947
H -0.00321 -3.15705 -8.64879
H 0.62533 -2.76892 -11.26904
H 0.43786 -1.39568 -10.17201
H 3.04983 -2.69618 -11.02433
H 2.64659 -0.95638 -10.84130
*
```

Properties
* frontier orbital gap: 0.259 hartree
* total energy: -88653.958 eV

These are the Löwdin partial charges, in e, on atoms 1 to 5: 0.09, -0.09, -0.12, -0.27, 0.02

Entry 2:
C40H61F21N13O14S6 | wB97M-V/def2-TZVPD

```
! wB97M-V def2-TZVPD RIJCOSX def2/J DEFGRID3
* xyz 1 1
C 0.77747 -5.25166 3.64825
C -0.37851 -5.48828 4.62882
N -1.77369 -5.34432 4.06517
C -2.10505 -5.80750 2.83239
C -3.41975 -5.94940 2.81111
N -3.91887 -5.47937 4.05836
C -2.88196 -5.09001 4.75526
C -5.30884 -5.06947 4.19528
H 0.57807 -4.29344 3.18968
H 0.91634 -6.04688 2.91219
H 1.75225 -5.13461 4.21055
H -0.29726 -4.78145 5.49796
H -0.41315 -6.48175 5.01698
H -1.38040 -6.13587 2.08429
H -4.07445 -6.18164 1.93904
H -2.84785 -4.65014 5.80413
H -5.54586 -4.59502 5.17659
H -5.86829 -6.04439 4.08981
H -5.42424 -4.37756 3.37523
C 6.48095 -3.97752 -5.37896
C 5.34106 -5.00313 -5.28257
N 4.48202 -4.97088 -4.05640
C 4.92247 -5.56844 -2.88320
C 3.88988 -5.57413 -2.03361
N 2.79418 -5.03812 -2.72212
C 3.16961 -4.74007 -4.00402
C 1.45378 -4.88209 -2.14705
H 6.07423 -2.95380 -5.51373
H 6.98166 -4.19395 -6.33542
H 7.22530 -4.12306 -4.58935
H 5.56846 -6.06357 -5.40187
H 4.64013 -4.78537 -6.07057
H 5.93986 -5.84436 -2.81171
H 3.85695 -5.73126 -0.97267
H 2.54724 -4.37847 -4.82569
H 1.51743 -4.61815 -1.13604
H 0.89832 -5.84342 -2.11288
H 0.89069 -4.13576 -2.71972
C 1.38636 5.40686 0.05375
C 1.44479 4.28527 1.18707
N 2.64921 4.49251 2.03481
C 2.77118 5.49996 2.90910
C 3.96972 5.38229 3.48559
N 4.57987 4.28942 2.93489
C 3.76217 3.72613 2.05974
C 5.92866 3.81397 3.19446
H 1.71720 6.35140 0.43287
H 0.31961 5.54318 -0.24569
H 2.03205 5.05286 -0.76514
H 1.56774 3.22205 0.87581
H 0.65822 4.31934 1.91827
H 1.94333 6.16605 3.09085
H 4.39616 5.97200 4.23166
H 3.93159 2.86661 1.42913
H 6.75714 4.44941 2.80862
H 5.97043 2.79087 2.72445
H 6.14464 3.68684 4.23881
C -3.31014 0.63071 -1.29401
C -2.40401 0.43857 -2.47504
N -1.22760 1.27665 -2.57123
C -0.36465 1.58561 -1.54420
C 0.72883 2.14704 -2.08964
N 0.46543 2.33065 -3.40636
C -0.65147 1.77423 -3.67867
C 1.39797 2.78610 -4.45689
H -3.01572 0.10918 -0.36202
H -4.24296 0.16287 -1.68055
H -3.57945 1.63712 -1.09374
H -2.95721 0.40368 -3.40514
H -1.98430 -0.59133 -2.38841
H -0.60513 1.27762 -0.51325
H 1.66136 2.57818 -1.71059
H -1.04073 1.55338 -4.65834
H 2.17478 1.97347 -4.53762
H 1.78666 3.77303 -4.22199
H 0.86310 2.96025 -5.44569
C -5.83713 -0.48871 1.91052
C -5.62405 1.02011 1.70686
N -5.99565 1.85111 2.89045
C -5.26915 1.87006 4.03865
C -5.57601 2.95598 4.73102
N -6.54191 3.63561 3.96473
C -6.75287 2.92286 2.85984
C -7.22183 4.87298 4.39936
H -5.45188 -0.73805 2.89292
H -5.29236 -1.04613 1.10090
H -6.88893 -0.80572 1.75405
H -6.26580 1.32696 0.86694
H -4.60679 1.22068 1.39915
H -4.54448 1.09236 4.18216
H -5.18225 3.39626 5.61431
H -7.53558 3.14061 2.10642
H -7.96395 4.63157 5.14531
H -7.81210 5.36975 3.58948
H -6.46639 5.43592 4.93549
C 2.87069 -1.21271 -3.96904
F 3.83921 -2.17087 -4.15188
F 2.57417 -1.05110 -2.65930
F 3.31031 0.01163 -4.33586
S 1.33773 -1.57810 -4.87532
O 0.90019 -2.92670 -4.52830
O 0.44345 -0.52768 -4.44506
N 1.66544 -1.31082 -6.38990
S 2.31897 -2.40349 -7.34249
O 2.94989 -3.55154 -6.73825
O 1.41557 -2.73215 -8.38225
C 3.82939 -1.52351 -8.02218
F 4.71302 -1.40291 -6.98128
F 4.38985 -2.34330 -8.88507
F 3.62147 -0.30008 -8.48804
C -2.61259 5.78530 1.05110
F -1.82594 5.70843 2.14376
F -3.48378 6.76540 1.32623
F -1.93993 6.10251 -0.05879
S -3.45276 4.09703 0.91621
O -2.37842 3.24122 0.50870
O -4.13880 3.84380 2.17964
N -4.31983 4.29468 -0.35186
S -5.87576 4.60968 -0.38411
O -6.55558 3.34949 -0.55439
O -6.29172 5.57388 0.61844
C -6.00591 5.41570 -2.10890
F -5.54998 6.61883 -2.11342
F -5.39849 4.67199 -3.04307
F -7.27806 5.46792 -2.38106
C 0.25671 -1.28380 1.21085
F 1.07067 -1.47087 2.18643
F -0.23220 -0.01039 1.32208
F 0.90883 -1.45925 -0.01701
S -1.18296 -2.56149 1.18848
O -2.12295 -2.17005 0.16152
O -0.46281 -3.83168 0.98123
N -1.58163 -2.38900 2.66752
S -2.61790 -1.64117 3.66234
O -3.00848 -0.30548 3.42634
O -3.66141 -2.50495 4.16047
C -1.47334 -1.60284 5.02052
F -0.95628 -2.81958 5.39245
F -0.48579 -0.75811 4.78938
F -2.16550 -1.21557 6.11844
C 4.29416 1.69855 -0.95192
O 4.57843 0.94393 0.27133
O 3.33968 2.53634 -0.61598
C 5.61357 2.50652 -1.29125
F 5.83680 3.53390 -0.38123
F 6.71008 1.65608 -1.33041
F 5.59564 3.04916 -2.49492
C 5.14893 -0.29873 0.40378
C 5.65807 -0.61971 1.79604
H 6.08791 -1.61759 1.70994
H 6.46658 0.06922 2.08163
H 4.94301 -0.65301 2.62970
H 5.87547 -0.42192 -0.40704
H 4.39646 -1.08354 0.14912
H 4.24257 1.04257 -1.84187
*
```

Properties
* frontier orbital gap: 0.283 hartree
* total energy: -212573.727 eV

These are the Löwdin partial charges, in e, on atoms 1 to 5: -0.06, -0.14, -0.03, -0.05, 0.00

Entry 3:
C40H62F12O23 | wB97M-V/def2-TZVPD

```
! wB97M-V def2-TZVPD RIJCOSX def2/J DEFGRID3
* xyz 0 1
C 0.81105 5.07212 -0.81481
C 1.34910 4.97749 0.63336
O 2.71919 5.49841 0.56922
C 3.22847 5.55215 1.79150
O 2.70103 5.33834 2.81278
C 4.68845 6.23563 1.64240
F 5.21843 6.31080 0.40801
F 4.55539 7.52429 2.08292
F 5.48243 5.53340 2.37607
H -0.24861 4.92742 -0.77745
H 1.27335 4.25393 -1.42028
H 1.04238 6.06652 -1.18577
H 1.32534 3.90997 0.99994
H 0.80802 5.67930 1.27957
C -5.82405 0.77592 -1.02246
C -4.87748 1.94113 -0.75207
O -4.10943 2.14975 -1.94111
C -2.88080 2.62544 -1.80871
O -2.32511 3.02088 -0.82673
C -2.23916 2.76574 -3.22272
F -0.93308 2.63864 -3.20466
F -2.77653 1.86526 -4.08945
F -2.55259 3.99766 -3.72584
H -6.60146 0.70192 -0.24369
H -5.28174 -0.16056 -1.05394
H -6.28141 0.93026 -1.97226
H -4.38514 1.77670 0.18496
H -5.40821 2.92673 -0.62170
C -3.33913 -5.21526 1.41248
C -4.10426 -4.92174 0.12375
O -5.39416 -4.44462 0.42392
C -5.70438 -3.23356 0.10702
O -4.94749 -2.37584 -0.20089
C -7.28550 -2.95045 0.10228
F -7.60951 -2.62773 1.41515
F -7.60631 -1.90297 -0.65652
F -8.00313 -3.94614 -0.40382
H -3.32440 -4.24686 1.88944
H -2.31719 -5.51194 1.22205
H -3.82752 -5.95004 2.06918
H -4.28339 -5.87337 -0.37138
H -3.51142 -4.27633 -0.44547
C -5.07631 -0.60066 2.65683
C -3.69197 -0.96359 2.41636
O -2.96711 -0.89202 3.68790
C -1.83420 -1.49028 3.69325
O -1.25643 -1.99320 2.79765
C -1.23066 -1.51643 5.11795
F -0.04045 -2.19559 5.05959
F -0.92902 -0.29608 5.48269
F -2.03153 -2.04552 6.01355
H -5.61749 -1.30996 3.28250
H -5.52025 -0.55272 1.66378
H -5.22559 0.48488 3.02852
H -3.32492 -0.12766 1.84159
H -3.53998 -1.96393 2.00096
C -0.86910 3.98748 3.50496
C -1.80777 3.63752 2.35396
C -2.07950 2.16382 2.15979
O -3.54773 2.03887 2.20610
C -4.06465 3.24033 2.55480
O -5.21417 3.48152 2.86117
O -3.09781 4.19111 2.55608
H -0.60635 5.05326 3.52368
H -0.02538 3.32571 3.39514
H -1.44974 3.76477 4.36821
H -1.49853 4.06789 1.43865
H -1.71159 1.51341 3.00827
H -1.65002 1.67690 1.29300
C 3.40241 -2.34616 0.08564
C 2.47284 -3.03454 -0.88918
C 2.69659 -4.49752 -0.85678
O 1.37156 -5.12044 -0.89739
C 0.52164 -4.20395 -0.43381
O -0.64318 -4.35051 -0.30511
O 1.11152 -2.94919 -0.35252
H 3.03760 -2.74809 1.02010
H 3.45656 -1.24748 0.02728
H 4.40602 -2.78106 -0.09201
H 2.49662 -2.65538 -1.88978
H 3.13726 -4.92783 -0.01124
H 3.17188 -4.91366 -1.77246
C 2.76120 -1.09287 4.04446
C 2.16405 -0.24187 2.98848
C 1.65670 1.16724 3.45733
O 2.59514 2.04788 2.83524
C 3.25850 1.38154 1.84813
O 3.91820 1.89665 0.98790
O 3.08109 0.05661 1.96696
H 1.86167 -1.54922 4.55277
H 3.27657 -0.49186 4.77141
H 3.41823 -1.92775 3.76680
H 1.37666 -0.84124 2.56328
H 1.70497 1.39125 4.51525
H 0.67965 1.32718 3.12132
C 6.13418 2.43090 -1.54468
C 6.13584 0.97280 -1.24947
O 7.17787 0.35275 -2.11298
C 8.36112 -0.00468 -1.57897
C 9.26624 -0.66116 -2.56459
O 8.57555 0.12673 -0.38500
H 6.04014 2.63451 -2.63033
H 7.16794 2.84115 -1.18673
H 5.24330 2.83674 -1.01583
H 6.44172 0.71566 -0.23445
H 5.32832 0.38261 -1.60788
H 9.42991 -1.71159 -2.27171
H 10.20394 -0.11052 -2.49124
H 8.85734 -0.54244 -3.57631
C 1.35601 -2.55692 -6.38658
C 0.41208 -1.74883 -5.51058
O -0.65611 -2.61561 -5.03697
C -0.34279 -3.52192 -4.08018
C -1.48502 -4.53703 -3.95070
O 0.75198 -3.52428 -3.52918
H 0.80076 -3.08122 -7.11228
H 1.89556 -3.24635 -5.73869
H 2.07588 -1.84891 -6.79462
H 1.03338 -1.41495 -4.67013
H -0.14696 -0.94564 -5.99340
H -1.32624 -5.40113 -3.38094
H -1.62784 -4.79790 -4.97548
H -2.31786 -3.85251 -3.67909
C -2.28816 -0.93281 -1.82450
C -1.45087 -0.23436 -0.75091
O -0.19837 0.08895 -1.38658
C 0.64825 0.83103 -0.60629
C 1.94917 1.03315 -1.33106
O 0.39225 1.26475 0.50695
H -1.95686 -1.99312 -1.88241
H -2.05632 -0.57855 -2.82104
H -3.35377 -0.98177 -1.67950
H -1.90427 0.69987 -0.44132
H -1.23287 -0.88745 0.05050
H 2.75758 0.63462 -0.68208
H 2.19730 2.11142 -1.49148
H 2.00696 0.38795 -2.17454
*
```

Properties
* frontier orbital gap: 0.385 hartree
* structure (SMILES): CCOC(=O)C(F)(F)F.CCOC(=O)C(F)(F)F.CCOC(=O)C(F)(F)F.CCOC(=O)C(F)(F)F.C[C@H]1COC(=O)O1.C[C@H]1COC(=O)O1.C[C@H]1COC(=O)O1.CCOC(C)=O.CCOC(C)=O.CCOC(C)=O
* total energy: -122189.486 eV

These are the Löwdin partial charges, in e, on atoms 1 to 5: -0.04, -0.18, 0.03, -0.42, 0.18

no.,highest occupied orbital energy (eV)
1,-10.53
2,-9.32
3,-10.14